Entry from the Open Molecules 2025 dataset: 4 unconnected molecules or ions with the total composition C37H26BF3O9S in a non-equilibrium geometry (ωB97M-V with the def2-TZVPD basis set).

```
77
Properties=species:S:1:pos:R:3:forces:R:3
S 6.060 -0.973 -3.865 -0.2118 0.1372 0.2539
F 4.829 5.274 -4.878 0.2383 -1.5539 1.2938
F 1.785 3.647 -4.409 1.9443 -1.0551 0.1926
F 3.536 2.793 -5.594 -1.2006 1.7738 0.4159
O 7.058 1.783 1.146 -0.0501 -0.0582 0.0814
O -6.651 -1.200 7.535 -0.1061 0.0214 -0.0384
O -6.763 0.141 2.685 0.1109 -0.0103 -0.1540
O 1.734 0.388 0.682 -0.0471 0.2443 -0.4391
O -0.661 -4.867 -4.561 0.5367 1.7205 -0.1558
O -3.614 -1.101 -1.390 -0.7706 0.2771 0.3980
O 5.631 -2.214 4.318 0.0498 0.1071 -0.0588
O 4.173 -2.619 -2.151 -0.1216 0.3708 -0.2550
O -11.181 0.235 5.193 0.0869 -0.0409 0.0694
C 4.814 2.527 -1.904 0.1914 -0.0514 0.3655
C 5.958 -1.299 3.590 -0.0944 -0.2039 0.1183
C 5.596 1.642 -2.732 -1.9520 -1.1866 0.9230
C 3.998 4.832 -2.519 -0.5016 1.0878 -0.6259
C 6.730 0.866 1.873 0.0328 0.1521 -0.1747
C -5.590 -0.056 -0.657 -0.1485 0.0977 0.0061
C -10.143 -0.094 5.729 -0.1458 0.0685 -0.1210
C 1.248 -2.661 -3.105 -1.4135 1.3734 1.5330
C -0.314 -0.846 -1.318 1.0831 -1.6577 -1.3409
C -8.989 -0.991 7.699 -0.1966 0.0041 0.0445
C 5.181 0.241 -2.830 -0.8130 1.5241 0.5435
C -1.000 -1.778 -2.220 2.1357 0.3025 0.0060
C 7.055 0.878 3.318 0.0095 -0.0629 0.1872
C 1.985 0.138 -0.469 0.2046 -0.4817 -1.2046
C 3.966 4.569 -4.040 -0.9035 0.2113 -0.1502
C -4.786 -0.905 1.953 0.1452 -0.0767 -0.0224
C 3.124 3.695 -4.662 0.3726 0.0720 0.1487
C 5.188 4.058 -1.799 -0.8802 -1.1987 -0.8349
C -6.040 -0.144 1.751 -0.0993 0.0396 0.1250
C -3.996 -1.218 0.928 0.0229 -0.0374 0.1636
C 4.012 -0.176 -2.084 -0.3626 0.1961 0.2698
C 3.471 -1.640 -2.163 -1.0289 1.0773 0.2095
C -10.127 -0.632 7.109 0.0595 -0.0759 0.1782
C 3.232 0.725 -1.210 1.4811 0.6047 -1.0905
C -7.705 -0.333 5.619 -0.0728 0.0505 -0.0689
C 6.697 -0.127 4.114 0.0984 0.1903 -0.0024
C -4.337 -0.817 -0.455 0.0505 -0.0284 -0.0956
C -8.844 0.027 5.028 0.1455 -0.0086 -0.0054
C 5.633 -1.311 2.145 -0.0094 0.0733 -0.1864
C 3.645 2.107 -1.117 1.1039 -1.8105 -1.1986
C 5.991 -0.305 1.349 -0.0930 -0.1554 -0.0424
C 1.909 -1.735 -2.212 -1.1170 0.2382 -0.1298
C -2.531 -3.019 -4.579 0.9226 0.4756 -0.6927
C 1.129 -0.835 -1.342 0.2004 -0.6095 -0.8207
C -6.381 0.258 0.367 0.0037 0.0191 -0.1767
C -7.690 -0.870 6.998 0.1795 -0.0335 0.0548
C -0.231 -2.659 -3.116 0.7525 0.5405 1.2042
B -1.091 -3.600 -4.090 -0.6866 0.0253 -0.0755
H 5.761 -0.296 0.290 0.0216 0.0414 -0.0135
H -6.747 -0.251 5.122 -0.0317 -0.0004 -0.0075
H 6.479 1.955 -3.334 -0.8439 0.0295 0.7263
H -11.086 -0.714 7.606 -0.0158 0.0181 -0.0394
H -5.823 0.228 -1.676 0.0391 -0.0210 -0.0072
H -7.301 0.814 0.237 0.0000 -0.0094 0.0428
H 4.029 5.938 -2.332 0.1973 -0.9110 -0.0751
H -2.434 -1.897 -4.566 -0.5595 -1.0279 0.2216
H 7.594 1.743 3.684 -0.0023 0.0099 -0.0464
H 2.999 4.488 -2.128 1.0417 0.2054 -0.3154
H -0.875 -0.171 -0.640 0.4989 -0.5764 -0.5762
H 1.840 -3.330 -3.774 -0.6354 0.6246 0.7448
H 6.452 -0.315 -5.008 -0.5090 0.3566 0.9800
H -4.553 -1.189 2.971 -0.0257 0.0136 0.0044
H 3.101 2.844 -0.477 0.5553 -0.8209 -0.6131
H -2.121 -1.781 -2.204 1.8303 -0.1950 -0.2777
H -2.706 -3.281 -5.663 -0.0639 -0.0494 1.1376
H 6.156 4.249 -2.339 -0.8962 -0.0804 0.7069
H -8.872 0.420 4.021 0.0102 -0.0138 0.0155
H -8.959 -1.385 8.707 0.0452 -0.0021 -0.0111
H 5.093 -2.175 1.778 0.0047 -0.0092 0.0350
H 6.926 -0.136 5.172 -0.0250 -0.0432 -0.0017
H -3.381 -3.377 -3.945 0.6136 0.3743 -0.5649
H -0.452 -4.729 -5.506 -0.3851 -0.6170 0.4288
H -3.075 -1.775 1.057 0.0030 0.0064 -0.0383
H 5.257 4.320 -0.712 -0.0032 0.0186 -1.0809
```
Forces are in eV/Å.

Output
SMILES = CB(O)c1ccc2c(c1)C(=O)c1c(S)cc(CCC(F)=C(F)F)cc1C2=O.O=C1C=CC(=O)C=C1.O=C1C=CC(=O)C=C1.O=C1C=CC(=O)C=C1
energy relative to the best compared isomer or geometry (same formula, charge and spin) = 59.0 kcal per mole
Kohn-Sham gap = 0.25009 Eh
HOMO energy = -8.9 eV
energy = -2825.1316 hartree

Here are the Mulliken charges for atoms 1 to 2, given in e: -0.281 -0.309

Entry from the Open Molecules 2025 dataset: a single C13H14N4O2S molecule (ωB97M-V with the def2-TZVPD basis set).

```
34
Properties=species:S:1:pos:R:3:forces:R:3
S -1.283 -0.897 -0.621 0.3427 0.3536 -0.0278
O 2.908 5.106 -1.543 -0.0735 -0.0351 0.1119
O 1.997 5.360 0.488 -0.1624 -0.3742 0.0998
N -4.533 -4.304 0.616 -0.1438 -0.1111 0.0134
N 0.120 -5.076 1.581 0.0572 -0.1640 0.0586
N -0.616 -3.176 0.538 0.3070 -0.1900 0.1217
N -2.904 -2.799 0.064 -0.4744 0.1537 -0.0978
C 1.188 2.743 0.610 0.0856 0.1088 -0.0896
C 2.404 6.719 0.467 0.1894 0.3383 -0.1759
C 0.777 1.427 0.642 0.0208 -0.0671 -0.0607
C 1.849 3.237 -0.513 -0.0936 -0.3238 -0.0354
C -3.213 -3.992 0.583 0.4546 0.0532 0.0935
C 0.547 -0.835 -0.394 -0.5967 -0.2837 -0.0396
C -2.231 -4.839 1.098 0.0322 -0.0058 -0.0758
C 1.665 1.080 -1.559 -0.0707 -0.0651 0.1178
C 1.012 0.580 -0.438 -0.0011 0.2135 -0.0654
C 2.084 2.395 -1.597 0.0393 0.2963 0.1155
C 2.311 4.640 -0.602 0.1759 0.2921 -0.1606
C -0.920 -4.373 1.058 -0.4077 0.1387 -0.0422
C -1.629 -2.465 0.077 0.2028 -0.2179 0.0219
H -2.474 -5.804 1.512 -0.0437 -0.1164 0.0882
H 1.004 3.397 1.448 -0.0166 0.0312 0.0660
H 1.043 -4.750 1.353 -0.0215 -0.0212 -0.0208
H 0.001 -6.058 1.757 0.0540 0.0407 -0.0011
H 2.593 2.794 -2.461 0.0400 0.0293 -0.0621
H 0.731 -1.305 0.571 0.1212 0.0499 -0.1297
H 2.076 7.151 1.409 0.0094 -0.0373 -0.0410
H -4.814 -5.254 0.778 -0.0240 0.0587 -0.0209
H 1.944 7.240 -0.376 0.0478 -0.0156 0.0920
H 3.490 6.788 0.369 -0.1001 0.0277 0.0223
H 0.991 -1.435 -1.187 0.1075 0.0012 0.1263
H -5.148 -3.703 0.096 -0.0095 -0.0375 -0.0151
H 0.259 1.044 1.509 -0.0648 -0.0430 0.0952
H 1.845 0.433 -2.405 0.0168 -0.0780 -0.0828
```
Forces are in eV/Å.

Output
SMILES = COC(=O)c1ccc(CSc2nc(N)cc(N)n2)cc1
energy relative to the best compared isomer or geometry (same formula, charge and spin) = 0.0 kcal per mole
Kohn-Sham gap = 0.32785 Eh
HOMO energy = -8.3 eV
energy = -1271.5454 hartree

Here are the natural (NBO) charges for atoms 1 to 2, given in e: 0.275 -0.596

Q: HOMO energy of number 1 (C37H26BF3O9S)?
A: -8.9 eV

Q: Among the records above, which one has the highest energy relative to the best compared isomer or geometry (same formula, charge and spin)?
A: C37H26BF3O9S

Q: Which of these has the highest HOMO energy?
A: C13H14N4O2S